43
Properties=species:S:1:pos:R:3:forces:R:3:mulliken_charge:R:1 method="wB97M-V/def2-TZVPD" spin_multiplicity=1 lumo_ev=-1.2491
C 3.761041 -2.710359 3.558795 -0.30 0.97 0.14 -0.791
C 3.447732 -3.020626 2.038883 0.89 0.93 0.58 -0.357
S 2.630835 -4.637272 1.712527 0.11 -0.01 0.13 -0.154
C 1.387209 -5.019626 3.011222 -1.22 0.49 0.53 -0.737
C -0.011168 -4.343872 2.819245 -2.86 -1.06 -0.23 0.617
C -1.194647 -5.217633 2.754089 0.91 2.18 0.01 -0.774
C -2.614131 -4.733399 2.606231 1.18 2.84 0.04 -0.513
C -2.920579 -3.303249 2.519396 2.41 -2.82 0.33 -0.775
C -1.736801 -2.380120 2.581472 -0.14 0.24 0.10 0.804
N -1.853457 -0.990603 2.545097 2.82 -2.82 0.24 -0.616
S -0.268770 -0.472174 2.682825 -0.22 -0.96 0.15 0.112
N 0.665241 -1.862392 2.801939 -3.98 -0.37 -0.40 -0.264
C -0.281562 -2.872695 2.729685 -0.67 -0.30 0.08 0.566
H 3.502469 -1.619125 3.726872 0.30 -1.24 -0.06 0.194
H 3.147290 -3.288355 4.297243 0.50 0.44 -0.83 0.188
H 4.837873 -2.824482 3.850704 -0.95 -0.14 -0.51 0.306
H 4.447062 -3.061926 1.504197 -1.24 -0.36 0.43 0.343
H 2.914031 -2.140083 1.571400 0.25 -1.28 0.61 0.283
H 1.724528 -4.822444 4.065259 0.00 -0.06 -1.08 0.296
H 1.209144 -6.136285 2.950521 0.40 1.29 -0.11 0.340
H -1.027253 -6.325056 2.842215 -0.20 1.29 -0.16 0.228
H -3.440814 -5.480524 2.578187 0.85 0.74 0.02 0.341
H -3.980510 -2.974612 2.432524 1.21 0.00 0.06 0.363
N -1.139003 1.862636 0.110233 -0.04 0.04 -0.05 0.145
C -0.971309 3.093937 0.684001 0.04 -0.04 0.05 -0.152
C -1.062352 4.038262 -0.306245 0.01 0.06 0.16 -0.861
C -1.299752 3.350875 -1.523580 -0.06 -0.14 -0.11 0.020
C -1.344731 2.010749 -1.234202 0.01 -0.07 -0.02 -0.696
H -1.115662 0.983375 0.601401 -0.06 0.15 -0.13 0.143
H -0.800666 3.190992 1.744493 0.00 0.03 -0.07 0.337
H -0.969916 5.104673 -0.171202 0.00 -0.07 0.00 0.370
H -1.424150 3.789306 -2.501649 0.05 -0.01 0.06 0.349
H -1.503624 1.152067 -1.867056 0.02 0.07 0.02 0.340
N -1.212346 4.779071 -5.454522 0.09 0.01 -0.07 -0.003
C -1.073098 6.018248 -6.020259 -0.07 0.06 0.04 -0.470
C 0.194725 6.108717 -6.534097 -0.13 0.11 -0.02 -0.410
C 0.844956 4.875247 -6.274144 0.02 -0.16 0.04 -0.378
C -0.047939 4.074614 -5.609917 -0.02 -0.06 0.06 -0.461
H -2.040523 4.439086 -4.996939 0.09 0.04 -0.07 0.225
H -1.886098 6.726515 -6.006598 0.07 -0.02 -0.01 0.367
H 0.609366 6.965606 -7.041886 -0.04 -0.05 0.03 0.379
H 1.853907 4.604978 -6.544345 -0.07 0.01 0.02 0.393
H 0.043457 3.067960 -5.234016 0.03 0.07 -0.01 0.362

101
Properties=species:S:1:pos:R:3:forces:R:3:mulliken_charge:R:1 method="wB97M-V/def2-TZVPD" total_charge=+1 spin_multiplicity=1 lumo_ev=-3.1559
C 0.367411 5.384700 1.468341 -0.84 -0.62 -0.86 -1.255
C -0.801762 4.592610 2.214612 1.83 1.01 -0.13 -0.030
C -0.195401 4.007521 3.538295 -0.50 0.28 0.10 -1.020
C -0.837774 2.694393 4.116905 0.14 -0.40 0.46 0.058
C -1.870264 1.958288 3.204127 0.12 0.46 -0.38 -1.472
C -1.094758 1.251008 2.031998 -1.22 0.27 0.69 -0.722
C -0.772591 -0.270126 2.214587 2.04 -0.07 -0.39 3.150
C -1.811156 -1.366159 1.752604 -1.04 0.84 0.00 -0.630
C -3.134519 -0.810120 1.116368 0.34 -1.20 -0.94 -0.668
C -2.962695 -0.555574 -0.427410 -0.98 0.62 0.62 -0.570
O -2.701077 -1.781782 -1.114392 0.39 0.26 0.67 -0.563
C -0.226952 -0.821534 3.604965 0.08 -0.48 -0.98 -1.233
P -1.312788 -0.813167 5.125938 2.02 1.15 2.82 0.351
O -0.667921 0.036797 6.213470 -1.04 -0.81 -1.79 -0.653
C 1.301391 -0.386095 3.804882 -2.59 -1.36 0.28 -1.063
N 1.704337 -0.063737 2.370548 0.79 -0.27 -0.71 0.227
P 2.668100 1.439302 2.196695 2.82 2.60 1.77 0.329
S 3.834594 1.774003 3.737798 -0.90 -0.59 -0.79 -0.306
C 0.606479 -0.409238 1.392021 -2.48 -1.84 -0.80 -2.609
C 0.671840 0.134693 -0.068245 0.70 0.02 0.16 0.169
C 2.035029 -0.237335 -0.775014 -0.95 -0.80 -0.13 -0.903
C 1.916224 -1.627431 -1.539086 0.43 1.18 0.56 -0.279
C 3.382594 -2.102840 -1.853763 -0.50 -0.80 -0.19 -1.097
C 3.615459 -2.626214 -3.316865 0.39 0.72 0.29 -0.856
C 2.993795 -1.724576 -4.449673 0.47 -0.49 -0.40 -0.373
C 4.076850 -1.115860 -5.443415 -0.96 0.53 0.51 -0.599
C 3.814289 0.437451 -5.565303 -0.24 -0.79 -0.91 -0.236
C 4.755955 1.115534 -6.625787 -0.05 0.25 0.82 -0.850
C 5.034198 2.630466 -6.335209 -0.42 -0.34 0.60 -0.676
C 5.657158 2.896949 -4.906592 0.01 1.21 -1.53 -0.450
O 6.896917 2.216499 -4.721861 -1.06 -0.33 0.91 -0.397
C 6.763556 1.005003 -3.978605 0.46 -0.61 0.04 -0.366
H 0.124038 5.395784 0.373373 0.20 0.25 0.86 0.349
H 1.338785 4.830657 1.537251 -0.66 0.66 0.19 0.278
H 0.450164 6.439289 1.797221 0.23 -0.75 -0.01 0.337
H -1.167997 3.853583 1.473673 -0.05 0.29 0.76 0.030
H -1.568489 5.357012 2.455397 0.07 -0.83 -0.27 0.441
H 0.914660 3.903649 3.412984 -0.91 -0.12 0.11 0.455
H -0.308874 4.799750 4.321041 0.21 -0.61 -0.64 0.431
H 0.000235 1.969819 4.309115 -0.74 0.55 0.01 -0.444
H -1.264203 2.892914 5.130394 0.22 -0.17 -0.87 0.471
H -2.585967 2.675751 2.727451 0.59 -0.41 0.60 0.662
H -2.525853 1.267866 3.790496 0.71 0.45 -0.50 0.350
H -1.688913 1.421271 1.098052 0.62 -0.50 0.62 0.277
H -0.154217 1.836157 1.873206 -0.70 -0.54 0.23 -0.125
H -1.346839 -2.075883 1.027888 -0.30 0.48 0.46 0.317
H -2.122359 -1.978195 2.636987 0.35 0.49 -0.66 0.468
H -3.890090 -1.631274 1.195324 0.48 0.64 -0.02 0.344
H -3.573074 0.064264 1.643733 0.50 -0.42 -0.39 0.312
H -2.187224 0.226273 -0.604964 -0.44 -0.60 -0.05 0.376
H -3.938800 -0.172202 -0.802200 0.64 0.04 0.19 0.412
H -2.118866 -1.623340 -1.861720 -0.10 0.06 -0.08 0.326
H -0.127231 -1.921874 3.391128 -0.31 0.86 0.14 0.940
H -1.318874 -2.168182 5.605462 -0.30 0.38 -0.81 0.150
H -2.674901 -0.498026 4.848669 0.49 -0.34 -0.39 0.141
H 1.414387 0.413428 4.560447 0.45 -0.45 -0.67 0.552
H 1.787538 -1.366066 4.002196 0.25 1.28 0.59 0.259
H 2.393155 -0.805539 2.183929 0.22 0.61 -0.07 0.665
H 3.533262 1.389844 1.055047 -1.20 -0.56 0.09 0.169
H 1.859525 2.601922 2.035394 -0.47 -1.02 -0.45 -0.005
H 0.687938 -1.516822 1.266574 0.34 0.65 0.11 0.756
H 0.458347 1.220582 -0.172762 0.15 -0.62 0.35 0.367
H -0.136458 -0.397595 -0.629298 0.52 0.40 0.61 -0.243
H 2.866034 -0.388998 -0.040173 -0.56 0.46 -0.58 0.454
H 2.273860 0.592237 -1.485336 0.21 -0.80 0.55 0.006
H 1.348576 -2.336462 -0.884688 0.57 0.36 -0.49 0.511
H 1.284197 -1.449894 -2.435610 0.53 -0.28 0.42 0.336
H 3.616423 -2.944239 -1.153706 -0.02 0.67 -0.47 0.293
H 4.104205 -1.289752 -1.611237 -0.52 -0.40 -0.33 0.378
H 4.723440 -2.616648 -3.481386 -0.88 -0.32 0.20 0.376
H 3.274567 -3.681762 -3.378260 0.13 0.71 -0.09 0.403
H 2.277493 -2.368111 -5.016830 0.47 0.66 0.30 0.327
H 2.406078 -0.857609 -4.071528 0.36 -0.68 0.08 0.247
H 3.933582 -1.602424 -6.432349 0.43 0.41 0.52 0.236
H 5.114539 -1.297067 -5.073332 -0.76 0.05 -0.34 0.251
H 3.852500 0.896743 -4.553745 0.15 -0.24 -0.64 -0.072
H 2.750965 0.531307 -5.912884 0.78 0.13 0.33 0.426
H 4.264939 1.012784 -7.617110 0.56 -0.02 0.50 0.469
H 5.723638 0.562763 -6.616968 -0.60 0.39 -0.25 0.295
H 4.058502 3.174009 -6.350544 0.59 -0.25 -0.05 0.304
H 5.666691 3.082622 -7.136967 -0.33 -0.43 0.72 0.365
H 4.911412 2.723714 -4.097726 0.60 -0.19 -0.40 0.276
H 5.891953 3.993182 -4.888821 -0.14 -0.84 0.14 0.344
H 6.974087 0.153631 -4.666229 -0.08 0.38 0.59 0.211
H 7.488057 0.975000 -3.125139 -0.41 0.15 -0.79 0.327
H 5.750856 0.846109 -3.544503 0.54 0.29 -0.35 0.000
C -8.277896 -2.351871 -0.129668 -0.23 -0.05 0.15 -1.267
C -6.954110 -2.713883 0.514003 -0.14 0.03 -0.58 0.204
O -7.042633 -2.678007 1.944314 0.27 0.03 0.11 -0.337
C -7.653910 -3.725500 2.506414 -0.09 0.19 0.09 0.755
O -8.109999 -4.671796 1.926213 0.04 -0.11 -0.06 -0.540
O -7.683983 -3.527115 3.826306 0.11 0.01 -0.07 -0.335
C -8.402466 -4.532929 4.544023 -0.16 -0.23 0.34 -0.644
H -8.635708 -1.391188 0.246126 0.12 0.04 -0.08 0.320
H -8.174872 -2.293308 -1.214049 0.04 0.02 0.04 0.367
H -9.044374 -3.091603 0.102143 0.11 -0.06 -0.06 0.339
H -6.200144 -1.976741 0.233122 0.02 0.02 0.28 -0.038
H -6.595631 -3.687915 0.175217 -0.12 -0.04 0.17 0.364
H -8.029527 -5.529207 4.308711 -0.08 0.08 -0.13 0.305
H -9.467157 -4.460901 4.321887 0.06 -0.11 -0.09 0.294
H -8.253503 -4.347419 5.605885 0.10 0.20 -0.12 0.225

67
Properties=species:S:1:pos:R:3:forces:R:3:mulliken_charge:R:1 method="wB97M-V/def2-TZVPD" e_above_lowest_kcal_mol=0.43 total_charge=-1 spin_multiplicity=5 lumo_ev="2.3878 / 2.3522"
Fe 0.431211 -0.544823 -0.151765 -0.38 -0.53 -0.23 1.542
C -3.709890 0.128197 -4.881381 0.97 -0.82 -0.77 -1.659
C -3.218495 0.330289 -3.479176 -0.52 -0.83 0.35 0.909
C -2.849376 1.553668 -2.913830 -0.34 -0.51 -0.98 -0.898
C -2.307959 1.597803 -1.661328 0.58 -0.05 0.83 -0.224
C -2.063340 0.469634 -0.851237 -1.26 -0.46 -1.22 0.916
N -1.409482 0.447657 0.358231 0.30 0.20 0.09 0.168
C -1.716464 1.345028 1.329021 0.80 0.03 0.26 0.738
C -2.823095 2.210995 1.321406 -0.51 -0.48 -0.32 -0.803
C -3.118161 3.055649 2.368536 0.24 -0.26 -0.56 -1.230
C -2.299365 3.140306 3.467199 0.34 -0.05 1.09 0.791
C -2.683831 3.960884 4.667901 0.04 0.76 0.02 -1.498
C -1.183965 2.305742 3.536155 0.22 -0.03 0.23 -0.618
C -0.892378 1.434853 2.496061 -0.29 -0.31 -0.33 0.102
N 0.274404 0.615094 2.615731 0.41 0.02 0.33 0.666
C 1.420873 1.040412 3.171896 0.46 -0.15 0.10 -0.282
C 2.307861 -0.005729 3.210874 0.23 -0.15 -0.01 -1.164
C 1.591221 -1.059698 2.636810 0.96 -0.25 0.09 -0.096
N 0.379859 -0.704540 2.291085 -1.18 0.50 -0.73 -0.806
C -2.545834 -0.751773 -1.420574 0.48 0.43 0.94 -0.736
C -3.075630 -0.825519 -2.691460 -0.11 0.47 -0.10 -0.450
N -2.397509 -1.943524 -0.630663 1.89 0.37 0.80 0.171
C -3.264364 -2.919241 -0.296273 1.55 0.20 -0.24 -0.178
C -2.553943 -3.855093 0.443724 -0.85 0.32 -0.46 -1.297
C -1.271589 -3.329438 0.547275 -0.11 -0.13 0.08 -0.404
N -1.152585 -2.173474 -0.050478 -1.01 0.32 -1.43 0.141
H -4.428658 0.802166 -5.284439 -0.49 1.05 0.06 0.423
H -2.840000 0.133423 -5.560978 -0.24 0.14 0.12 0.262
H -4.162557 -0.854032 -5.052586 0.14 -0.05 0.44 0.351
H -2.932846 2.495913 -3.464683 -0.08 -0.42 0.03 0.323
H -2.020272 2.569881 -1.322690 0.30 0.36 0.48 0.596
H -3.539455 2.114742 0.508744 0.22 0.14 0.06 0.368
H -4.015320 3.638437 2.303540 -0.38 0.30 0.10 0.377
H -2.258895 4.995413 4.648749 -0.25 -0.69 0.02 0.244
H -3.779040 4.060004 4.714106 0.33 0.01 0.12 0.367
H -2.332227 3.468340 5.580627 -0.13 0.18 -0.04 0.358
H -0.546082 2.325053 4.450331 -0.56 -0.13 -0.83 0.392
H 1.553267 2.045869 3.482680 -0.04 0.62 0.12 0.522
H 3.342753 -0.033662 3.525203 -0.24 0.19 0.03 0.431
H 1.975733 -2.033661 2.381436 -0.19 -0.15 0.05 0.467
H -3.375551 -1.805519 -3.060368 0.12 0.23 -0.10 0.319
H -4.221754 -2.825068 -0.724465 -1.08 -0.34 -0.04 0.552
H -2.895262 -4.796605 0.805970 -0.21 -0.29 0.21 0.410
H -0.431477 -3.776322 1.011160 0.63 -0.21 0.45 0.513
Cl 7.317261 1.847995 0.401572 0.23 -0.09 0.16 -0.264
C 5.870795 0.913656 0.186275 -1.05 -0.20 -0.47 -0.008
C 5.884755 -0.494225 0.099946 1.65 0.10 0.07 -0.357
C 4.738434 -1.197929 -0.149209 0.19 0.24 0.26 -0.565
C 3.495270 -0.542604 -0.263691 -1.98 -0.50 0.13 0.374
O 2.373819 -1.207940 -0.295909 0.23 0.23 0.02 -0.231
C 3.483501 0.865734 -0.238984 0.25 0.86 0.27 0.914
C 2.329413 1.733429 -0.316802 -0.25 -1.46 -0.27 -0.633
O 1.142201 1.439136 -0.418018 0.15 -0.23 0.17 -0.543
C 4.668797 1.566716 -0.002423 1.07 -0.92 0.30 -1.047
H 6.881490 -1.001037 0.231032 -1.25 0.40 -0.16 0.318
H 4.746866 -2.265099 -0.162756 -0.02 -0.52 -0.06 0.348
H 2.574418 2.766877 -0.297407 0.29 1.37 0.03 0.392
H 4.648055 2.619096 0.121195 -0.08 0.93 -0.14 0.416
O 0.495515 -0.755032 -2.774825 0.80 -0.70 -1.01 -0.716
Cl 1.081080 -1.648459 -3.837642 0.77 -0.22 0.99 1.721
O 2.539429 -1.779017 -3.675270 -1.52 0.61 0.08 -0.684
O 0.783207 -1.111073 -5.144246 -0.06 0.17 0.55 -0.694
O 0.494224 -2.963048 -3.694965 -0.14 0.30 0.04 -0.706
N 2.928206 -4.355967 -0.766368 -0.18 -0.06 -0.01 -0.816
H 2.334382 -4.894308 -1.396196 0.24 0.08 0.02 0.278
H 2.462119 -3.458449 -0.693308 -0.11 0.24 0.12 0.179
H 3.766218 -4.126187 -1.288107 0.03 -0.18 -0.18 0.246

12
Properties=species:S:1:pos:R:3:forces:R:3:mulliken_charge:R:1 method="wB97M-V/def2-TZVPD" e_above_lowest_kcal_mol=95.32 total_charge=+1 spin_multiplicity=1 lumo_ev=-6.0156
C -0.896374 0.993046 -0.078090 0.38 2.00 -0.28 -0.220
C 0.254585 1.570647 0.102929 4.05 -1.39 1.22 -0.240
C -0.952434 -0.454308 -0.140270 -1.75 -0.85 -0.30 -0.471
C 0.350566 -1.059454 0.120363 2.02 -2.82 -1.82 -0.486
N 1.273354 0.001637 0.084451 -3.16 4.23 0.19 0.501
O 2.394418 -0.081383 -0.054643 3.49 -0.21 -0.20 -0.303
H -1.768676 1.571633 -0.326273 -0.41 0.15 0.30 0.432
H 0.997193 2.399880 0.427807 -1.93 -1.36 -1.03 0.379
H -1.608251 -0.776566 0.609627 -1.43 -0.44 1.10 0.332
H -1.464722 -0.670098 -1.079440 0.47 -0.65 -0.14 0.375
H 0.712567 -1.663838 0.959305 -1.20 0.36 0.95 0.362
H 0.707772 -1.831192 -0.625761 -0.52 0.99 0.00 0.339

25
Properties=species:S:1:pos:R:3:forces:R:3:mulliken_charge:R:1 method="wB97M-V/def2-TZVPD" e_above_lowest_kcal_mol=24.85 spin_multiplicity=3 lumo_ev="0.6918 / -3.4786"
C -3.260721 1.047661 -0.038751 -0.97 1.91 -0.23 -0.531
C -2.395162 1.569729 -0.996726 2.28 0.32 -1.70 -0.382
C -2.924157 -0.133326 0.684856 0.94 -0.68 -0.93 -0.586
C -1.253886 0.861853 -1.302106 -1.06 5.29 -3.85 -0.338
C -1.850311 -0.865631 0.318017 -2.84 0.72 1.55 -0.547
C -1.017197 -0.355354 -0.691748 3.72 -3.76 0.85 0.474
C 2.868502 -0.051595 -0.013128 -0.03 -0.14 -3.87 -0.852
C 2.515665 1.415647 -0.023913 -1.31 -0.74 -0.64 0.523
C 1.353656 -1.035002 1.673405 0.90 1.29 -0.34 -0.969
N 1.777374 -0.903856 0.291677 -2.51 -0.79 -1.24 0.073
O 1.182662 -1.109642 -2.244738 0.51 0.57 -1.52 -0.712
O 3.124420 2.409925 0.246841 -0.22 -0.59 -0.08 -0.499
P 0.588832 -1.187927 -0.921862 -0.92 -2.27 2.32 0.499
H -4.177984 1.556882 0.176201 -0.36 0.09 0.07 0.407
H -2.617262 2.497112 -1.545378 0.05 -0.52 0.39 0.348
H -3.723713 -0.368487 1.309033 -0.55 -1.29 1.60 0.390
H -0.593037 1.221561 -2.213117 -1.31 -0.89 2.13 0.268
H -1.805567 -1.780990 0.838505 0.95 -1.20 0.07 0.526
H 3.142494 -0.339918 -1.144150 -0.60 1.02 2.06 0.295
H 3.728886 -0.297183 0.471472 2.40 -0.68 1.94 0.517
H 0.125599 -2.575784 -0.544012 0.59 1.54 -0.17 0.036
H 1.446536 1.316285 -0.435060 0.36 1.51 0.33 0.011
H 1.252011 -0.049909 2.056497 0.56 1.35 0.85 0.353
H 0.338845 -1.307903 1.892168 -0.29 -1.47 -0.52 0.345
H 2.173516 -1.534148 2.156028 -0.27 -0.59 0.92 0.351

18
Properties=species:S:1:pos:R:3:forces:R:3:mulliken_charge:R:1 method="wB97M-V/def2-TZVPD" e_above_lowest_kcal_mol=69.96 total_charge=+1 spin_multiplicity=1 lumo_ev=-3.9761
C 1.170274 -0.059843 1.102962 0.72 0.82 -0.16 -1.000
N 0.215655 -0.268685 0.040064 -1.18 -2.60 0.13 0.160
C -1.026511 -0.779849 0.688623 -3.73 1.11 1.40 -0.774
C -0.148755 0.796316 -0.813385 -0.22 1.16 -3.00 -0.272
C -0.789134 2.097215 -0.501285 -0.37 0.14 1.13 -0.215
O -1.021934 2.863900 -1.391229 -0.10 0.30 -0.26 -0.440
C 0.044774 0.523712 -2.139837 -0.29 2.75 0.35 0.195
O 0.763540 -0.532333 -2.495108 0.82 0.32 -3.73 -0.530
H 1.265228 -0.896328 1.706315 -0.02 -1.93 0.86 0.433
H 2.088654 0.121307 0.660627 1.95 0.55 -0.73 0.406
H 0.939618 0.732890 1.767210 -0.70 1.04 0.20 0.401
H 0.570887 -0.950366 -0.724807 -0.19 0.39 2.07 0.469
H -1.501941 0.107177 1.352798 1.23 -1.76 -1.79 0.324
H -1.803159 -1.041395 -0.084654 0.99 0.31 0.70 0.332
H -1.002530 -1.594262 1.446915 1.04 0.28 -0.94 0.350
H -1.069082 2.385788 0.552798 0.37 -0.51 -0.53 0.295
H -0.295427 1.302702 -2.911366 0.55 -1.39 1.21 0.429
H 1.066374 -0.373313 -3.495167 -0.88 -1.00 3.09 0.439